# 1
Formula: C31H25Cl2Si
Source: OMol25
Level of theory: ωB97M-V/def2-TZVPD

Each line ends with the Löwdin charge.
Element x y z (Å)
Cl -6.33565 -0.71324 -2.19489  0.71
C -4.87463 -1.25164 -1.52025  -0.71
C -4.84993 -1.76302 -0.20966  -0.09
C -3.66215 -2.28260 0.31720  -0.05
C -2.49016 -2.39291 -0.43817  -0.20
C -1.28928 -2.96372 0.32265  -0.11
C 0.00215 -3.50655 -0.25873  -0.20
C 0.93386 -4.03956 0.66361  -0.05
C 2.18390 -4.51127 0.27670  -0.09
C 2.58889 -4.37419 -1.06416  -0.72
Cl 4.06118 -4.99130 -1.59525  0.73
C 1.67108 -3.87166 -2.00052  -0.10
C 0.41044 -3.38711 -1.59561  -0.04
C -2.51815 -1.83901 -1.73694  -0.04
C -3.70867 -1.33740 -2.29437  -0.09
H -5.74303 -1.71086 0.40855  0.11
H -3.65296 -2.54471 1.38101  0.12
H -1.66606 -3.68338 1.06670  0.13
H 0.71039 -4.03814 1.74201  0.12
H 2.89562 -4.93169 0.98378  0.11
H 1.97627 -3.76807 -3.05184  0.11
H -0.18487 -2.83068 -2.30889  0.08
H -1.59547 -1.69352 -2.29487  0.08
H -3.72980 -0.94980 -3.31225  0.11
H -0.97890 -2.16655 0.97938  0.10
Si 0.54850 1.35241 0.52039  1.08
C 1.93951 1.16657 1.70104  -0.28
C 3.08069 1.97623 1.52645  -0.08
C 4.10742 1.95594 2.47318  -0.06
C 4.02988 1.12955 3.59551  -0.05
C 2.92035 0.29158 3.76048  -0.06
C 1.87291 0.29999 2.83018  -0.07
C 1.01854 1.57070 -1.23644  -0.28
C 1.01160 2.87268 -1.77473  -0.08
C 1.48089 3.10282 -3.06744  -0.06
C 1.97325 2.05022 -3.84160  -0.05
C 1.96322 0.74770 -3.33089  -0.06
C 1.47999 0.49095 -2.04171  -0.07
C -0.84492 2.39101 1.09562  -0.28
C -0.56798 3.56134 1.82904  -0.08
C -1.59985 4.43355 2.17819  -0.06
C -2.92000 4.15711 1.81720  -0.04
C -3.21272 2.97828 1.11905  -0.06
C -2.19409 2.09100 0.75051  -0.07
H 3.13538 2.62889 0.65773  0.11
H 4.98474 2.57726 2.32643  0.11
H 4.83824 1.12112 4.33576  0.12
H 2.88508 -0.38390 4.61796  0.12
H 0.99996 -0.34242 2.98036  0.10
H 0.65163 3.69509 -1.16303  0.11
H 1.44768 4.10377 -3.48349  0.11
H 2.34754 2.23909 -4.85332  0.12
H 2.32175 -0.07500 -3.95532  0.12
H 1.47806 -0.52920 -1.64947  0.10
H 0.46032 3.78318 2.10113  0.11
H -1.37993 5.32813 2.75252  0.11
H -3.72652 4.84673 2.09407  0.12
H -4.25273 2.74817 0.87849  0.12
H -2.43243 1.18203 0.19090  0.10

Summary:
* lowest unoccupied orbital energy: -5.4 eV
* net charge: +1
* orbital gap: 5.503 eV
* largest force on an atom: 0.04822 hartree/bohr
* HOMO: -10.89 eV



# 2
Formula: C31H25Co2N2O8
Source: OMol25
Level of theory: ωB97M-V/def2-TZVPD

Each line ends with the Löwdin charge.
Element x y z (Å)
C -3.22126 2.26449 -0.19912  -0.02
C -2.46921 2.25967 -1.42984  -0.31
C -2.40788 3.10742 -2.50737  -0.03
C -1.41958 2.57780 -3.39022  -0.02
C -0.92693 1.42946 -2.78215  -0.21
C 0.20609 0.55897 -3.11292  -0.23
N 0.62168 0.66826 -4.51239  -0.04
C -0.14777 0.20521 -5.64280  -0.02
C 1.69787 1.50131 -4.68988  -0.39
O 2.24849 1.74548 -5.75630  0.05
C 2.09575 2.00230 -3.28892  -0.25
C 3.61357 2.12320 -3.27344  -0.10
C 4.27823 2.81914 -2.11439  -0.22
C 5.35705 2.19858 -1.46943  -0.04
C 5.92314 2.78616 -0.33622  -0.09
C 5.46038 4.03297 0.10724  -0.10
C 4.49659 4.72368 -0.63862  -0.09
C 3.91486 4.12581 -1.76459  -0.04
N 1.42342 1.04310 -2.45812  0.07
O -1.56768 1.23206 -1.58841  0.06
H -3.86903 3.14332 -0.16994  0.09
H -3.85537 1.37539 -0.11225  0.08
H -2.56991 2.29426 0.68318  0.09
H -2.97586 4.02368 -2.63235  0.11
H -1.12403 2.98402 -4.35273  0.11
H -0.00433 -0.48554 -2.84109  0.15
H 0.28823 0.67548 -6.52844  0.09
H -0.07847 -0.88649 -5.74742  0.09
H -1.20402 0.48507 -5.55423  0.09
H 1.65788 3.01884 -3.18407  0.15
H 4.06899 1.13151 -3.39755  0.13
H 3.83962 2.70752 -4.18402  0.13
H 5.73149 1.25323 -1.86902  0.11
H 6.72686 2.27587 0.19702  0.10
H 5.87744 4.47993 1.01463  0.10
H 4.19157 5.72860 -0.34137  0.10
H 3.19022 4.66333 -2.38224  0.11
H 1.40810 1.19695 -1.45579  0.13
O -0.40800 0.35450 3.90488  0.10
C -0.86769 -0.34624 3.10495  -0.18
Co -1.69722 -1.26270 1.88776  0.09
C -3.15039 -0.25611 2.06785  -0.21
O -4.03215 0.46590 2.26883  0.08
C -0.75406 -0.91724 0.45555  -0.16
O -0.08468 -0.65292 -0.45232  0.05
C -2.00637 -3.00556 3.05019  -0.29
C -0.89602 -3.49927 3.84039  -0.23
C 0.34289 -3.75563 3.22165  -0.04
C 1.44847 -4.09632 3.99608  -0.10
C 1.31210 -4.31018 5.37122  -0.12
C 0.07272 -4.10334 5.98521  -0.10
C -1.03321 -3.70523 5.23222  -0.03
C -3.28241 -2.51956 3.39633  -0.38
C -3.79077 -1.40264 3.97625  -0.08
Co -3.35070 -3.64246 2.05995  0.11
C -2.23594 -4.16183 0.81836  -0.15
O -1.56144 -4.51565 -0.05095  0.11
C -4.55156 -2.62568 1.27567  -0.14
O -5.36196 -1.99156 0.73706  0.12
C -4.38329 -5.08076 2.26323  -0.12
O -5.10528 -5.98223 2.25437  0.10
H 0.41337 -3.63393 2.13659  0.11
H 2.40762 -4.20019 3.49755  0.09
H 2.16043 -4.66950 5.94761  0.09
H -0.06398 -4.25808 7.05572  0.09
H -2.00275 -3.53772 5.71171  0.11
H -4.86665 -1.35039 4.07699  0.06
H -3.14724 -0.80756 4.61462  0.07

Summary:
* lowest unoccupied orbital energy: 2.4 eV
* net charge: -1
* orbital gap: 6.480 eV
* largest force on an atom: 0.09528 hartree/bohr
* ΔE to the lowest compared entry with this formula, charge and spin: 150.7 kJ/mol
* HOMO: -4.04 eV



# 3
Formula: C31H25CoF2N6O7S2
Source: OMol25
Level of theory: ωB97M-V/def2-TZVPD

Each line ends with the Löwdin spin population.
Element x y z (Å)
Co 0.12023 0.67044 0.35830  0.99
C 3.01895 -5.09171 3.71116  0.00
C 2.18844 -3.83751 3.74312  0.00
C 0.85123 -3.86965 4.11609  0.00
C 0.08666 -2.70804 4.14830  0.00
C 0.66374 -1.50072 3.79372  0.00
C 2.00604 -1.44588 3.42918  0.00
C 2.75460 -2.60759 3.40559  0.00
S -0.32823 -0.03196 3.67004  0.00
O 0.53896 1.07245 3.97406  0.00
O -1.51048 -0.25289 4.46391  0.00
N -0.66364 0.02946 2.11809  0.00
C -1.80219 -0.45669 1.52157  0.00
C -2.82773 -1.27065 2.01787  0.00
C -3.82244 -1.65336 1.14204  0.00
C -3.79829 -1.24868 -0.19164  0.00
C -2.74934 -0.45096 -0.60037  0.00
N -1.79128 -0.05779 0.23229  0.00
H 2.42589 -5.96547 3.97871  0.00
H 3.85461 -5.02476 4.40976  0.00
H 3.44159 -5.26031 2.71882  0.00
H 0.39811 -4.81438 4.39345  0.00
H -0.95160 -2.73459 4.45009  0.00
H 2.44963 -0.49917 3.15465  0.00
H 3.79783 -2.56138 3.11459  0.00
H -2.84015 -1.55709 3.05718  0.00
H -4.63298 -2.27549 1.50155  0.00
H -4.57390 -1.53187 -0.88731  0.00
H -2.67485 -0.08886 -1.61929  0.00
O 3.36014 -2.90955 -5.51218  0.00
N 3.02977 -3.19491 -4.38257  0.00
O 3.19268 -4.28838 -3.87977  0.00
C 2.35523 -2.13129 -3.56507  0.00
C 2.16319 -0.96143 -4.20440  0.00
C 1.53374 0.14550 -3.54499  0.00
C 1.31084 1.37684 -4.18265  0.00
C 0.71123 2.38456 -3.47854  0.00
C 0.36774 2.15872 -2.13842  0.00
N 0.57064 1.00558 -1.52497  0.00
C 1.13244 -0.00934 -2.22183  0.00
C 1.30420 -1.28481 -1.55196  0.00
N 0.81692 -1.35729 -0.29782  0.03
C 0.93787 -2.47735 0.37146  0.00
C 1.57563 -3.60187 -0.16765  0.00
C 2.06990 -3.55150 -1.44245  0.00
C 1.93099 -2.36383 -2.19673  0.00
H 2.49027 -0.85689 -5.22858  0.00
H 1.60574 1.51023 -5.21570  0.00
H 0.49983 3.34688 -3.92226  0.00
H -0.08641 2.93555 -1.54596  0.00
H 0.51988 -2.49182 1.37240  0.00
H 1.66897 -4.50044 0.42664  0.00
H 2.55545 -4.41112 -1.86782  0.00
N -0.62972 2.86640 0.89351  0.03
C -1.46873 3.68771 0.09706  0.00
C -0.93010 4.76831 -0.59847  0.00
C -1.70841 5.46090 -1.51117  0.00
C -3.02923 5.09669 -1.74349  0.00
C -3.56919 4.04565 -1.01733  0.00
C -2.79691 3.33839 -0.10504  0.00
S -3.97442 5.96884 -2.98614  0.00
O -3.83354 7.37029 -2.62150  0.00
O -3.30469 5.61348 -4.23154  0.00
O -5.32157 5.43223 -2.85180  0.00
H 0.24970 3.30334 1.13994  0.00
H -1.06314 2.53620 1.74790  0.00
H 0.10566 5.04808 -0.43260  0.00
H -1.29338 6.29419 -2.06419  0.00
H -4.60235 3.78003 -1.19789  0.00
H -3.21189 2.49111 0.42992  0.00
F 2.24444 2.49051 0.35274  -0.01
C 1.89506 1.23410 0.88777  -0.04
F 2.91913 0.38713 0.42535  -0.01
H 2.07699 1.33945 1.96329  0.00

Summary:
* lowest unoccupied orbital energy (spin up / spin down): 0.3 / 0.3 eV
* ⟨S²⟩: 0.7635
* net charge: -1
* orbital gap (spin up / spin down): 5.602 / 5.713 eV
* largest force on an atom: 0.01171 hartree/bohr
* spin multiplicity: 2
* ΔE to the lowest compared entry with this formula, charge and spin: 0.0 kJ/mol
* HOMO (spin up / spin down): -5.31 / -5.42 eV



Among the records above, which one has the highest net charge?
C31H25Cl2Si